Record 1
DFT (ωB97M-V with the def2-TZVPD basis set) results for the molecule C3H7BrClO3P.

Positions of all 16 atoms, in Å:
C: -1.80424 1.00315 -0.01447
C: -0.33750 0.58977 0.20910
Cl: 0.09287 0.81264 1.94388
C: 0.62235 1.55159 -0.76815
Br: 2.39457 1.35927 -0.17648
O: -0.19967 -0.76659 -0.03872
P: 1.18951 -1.67303 -0.29718
O: 1.52487 -2.17082 1.23600
O: 0.29677 -2.83819 -0.86150
H: -1.94888 1.99127 -0.40910
H: -2.45848 0.87390 0.89590
H: -2.19358 0.20738 -0.66865
H: 0.71407 1.31878 -1.76186
H: 0.28606 2.56264 -0.61125
H: 2.25818 -1.77184 1.67268
H: -0.43689 -3.04993 -0.35020

Atomic forces in eV per Å
-0.772 -1.941 0.954
0.575 1.035 -1.349
0.011 0.596 0.157
-1.457 -0.890 4.142
1.654 0.502 0.352
-0.244 0.674 -0.148
0.717 1.090 0.270
-1.504 -0.729 -0.889
2.033 -1.002 -1.649
0.097 0.342 -0.241
1.039 0.326 -0.664
0.025 0.669 -0.328
-0.774 -0.941 -2.378
0.057 0.316 -0.001
0.886 0.647 0.239
-2.342 -0.692 1.532

Summary:
* SMILES string: C[C@](Cl)(CBr)OP(O)O
* E: -101221.8687 eV
* energy relative to the best compared isomer or geometry (same formula, charge and spin): 0.0 kJ/mol

---

Record 2
DFT (ωB97M-V with the def2-TZVPD basis set) results for the molecule C6H10N2O.

Positions of all 19 atoms, in Å:
C: -3.26492 -0.31202 0.00945
C: -2.07169 -0.94172 0.04747
C: -0.75399 -0.19767 0.02664
N: 0.27129 -0.92922 -0.05789
N: 1.46478 -0.37759 -0.42408
C: 2.49714 -1.31889 0.08490
C: 1.58754 0.93231 0.29452
C: 0.46170 1.81964 -0.17989
O: -0.82882 1.16798 0.06023
H: -4.04953 -1.00800 -0.15102
H: -3.44718 0.79159 0.19649
H: -2.04433 -2.04122 0.12359
H: 2.85532 -1.97282 -0.76097
H: 3.32801 -0.88874 0.50790
H: 1.95207 -1.96116 0.75304
H: 2.48937 1.43402 -0.02602
H: 1.54589 0.77237 1.35943
H: 0.51002 2.70721 0.45924
H: 0.60378 2.08059 -1.26830

Atomic forces in eV per Å
1.391 0.407 0.505
-0.091 1.767 0.582
-1.755 -0.639 0.614
-0.921 -0.751 -1.128
1.779 1.350 1.748
-1.762 -1.906 -2.781
-0.268 -0.563 -1.832
-0.222 -0.229 0.041
0.893 -0.030 -0.724
-1.215 0.034 0.199
0.393 -1.601 -0.721
0.335 0.756 -0.503
-0.347 0.643 0.723
1.755 1.378 1.082
0.343 -0.377 0.644
0.525 -0.059 0.227
0.085 0.031 0.584
-0.474 0.092 -0.398
-0.444 -0.303 1.138

Summary:
* SMILES string: C=CC1=NN(C)CCO1
* E: -11409.1446 eV
* energy relative to the best compared isomer or geometry (same formula, charge and spin): 284.0 kJ/mol

---

Record 3
DFT (ωB97M-V with the def2-TZVPD basis set) results for a cluster of 2 separate species, C2HBrF2S in total.

Positions of all 7 atoms, in Å:
C: 0.03851 -0.46834 -0.21835
C: 0.16028 0.84105 0.45255
F: -0.86209 1.53454 1.03120
F: 1.28820 1.06789 1.10256
S: 0.45189 0.72673 -1.39051
Br: 0.86546 -2.04451 0.21266
H: -1.94226 -1.65736 -1.19012

Atomic forces in eV per Å
-0.855 1.176 0.403
-0.518 -0.848 -1.048
1.172 -0.855 -0.941
0.093 0.432 0.791
-0.401 0.459 0.438
0.392 -0.549 0.207
0.118 0.185 0.149

Summary:
* E: -88397.3614 eV
* energy relative to the best compared isomer or geometry (same formula, charge and spin): 442.0 kJ/mol